Record 1
# C18H20N6OS2

The molecule C18H20N6OS2 in a non-equilibrium geometry (ωB97M-V with the def2-TZVPD basis set, the OMol25 dataset).

Structure (XYZ):
```
47
Properties=species:S:1:pos:R:3:forces:R:3:nbo_charge:R:1
O 0.438032 2.696792 5.225794 -0.073 0.121 0.425 -0.73
C -0.808480 2.340877 4.605835 -0.396 -0.762 0.152 0.09
C -1.390203 1.083803 5.328951 1.849 -0.515 -0.476 -0.24
N -0.392192 -0.059421 5.323340 -1.213 0.327 -0.122 -0.64
C -0.544345 -1.184484 4.487819 0.283 0.090 -0.592 0.33
C -1.603586 -1.561095 3.704015 0.473 -0.760 -0.338 -0.40
C -1.166606 -2.741909 2.983405 -1.457 -0.100 -0.295 -0.27
C 0.115051 -3.066642 3.298559 -0.830 0.079 -0.141 -0.12
N 0.468310 -2.104834 4.238711 2.364 0.891 1.445 -0.55
C -0.652909 2.103431 3.061073 0.770 0.662 0.846 -0.55
S -2.277070 1.721358 2.326914 0.248 0.034 -0.254 0.29
C -1.816783 0.935796 0.812941 -0.636 -0.397 -0.940 -0.17
N -2.660556 0.801257 -0.180765 0.902 0.155 0.728 -0.26
N -2.167286 0.034980 -1.218961 0.295 -0.132 0.660 -0.35
C -0.977738 -0.449891 -0.955436 -0.916 0.247 -1.300 0.21
N -0.293892 -1.277899 -1.821716 -0.091 -0.029 1.196 -0.60
C -0.678175 -1.523789 -3.214876 -0.834 0.649 -0.149 -0.24
C -0.173316 -0.404661 -4.078316 0.815 -0.614 -0.981 -0.12
C -0.830741 0.723132 -4.510366 1.489 -1.181 0.503 -0.02
N 0.089679 1.506691 -5.219567 -1.615 0.202 0.430 -0.55
C 1.295126 0.875887 -5.265432 0.021 -0.452 -0.236 0.21
C 2.451715 1.308402 -5.876625 0.528 0.564 -0.339 -0.27
C 3.566405 0.504235 -5.828334 0.756 0.266 -0.134 -0.21
C 3.496675 -0.729427 -5.178994 0.259 -0.632 0.006 -0.24
C 2.316151 -1.186571 -4.579844 1.289 0.239 -0.220 -0.20
C 1.200814 -0.374916 -4.610395 -1.538 1.400 0.277 -0.11
S -0.322580 0.070130 0.551308 0.108 -0.024 0.393 0.35
H 0.308636 2.898660 6.192523 -0.137 -0.308 -1.595 0.48
H -1.494340 3.172193 4.699920 -0.448 0.273 0.293 0.17
H -2.324830 0.820127 4.877979 -0.277 -0.617 -0.539 0.23
H -1.684557 1.318646 6.347379 0.413 0.185 0.357 0.20
H 0.518486 0.151598 5.705704 -0.231 0.006 -0.250 0.40
H -2.544356 -1.048973 3.599863 -0.031 -0.109 0.026 0.23
H -1.841975 -3.341116 2.370526 0.406 0.285 -0.003 0.22
H 0.690645 -3.935863 2.907986 -0.192 1.171 0.880 0.23
H 1.414862 -2.000529 4.654998 -1.270 -0.223 -0.606 0.40
H 0.050789 1.290194 2.954272 0.044 -0.464 -0.227 0.23
H -0.211305 2.990840 2.562364 -0.314 -0.417 0.437 0.23
H 0.696625 -1.210664 -1.650895 0.146 -0.297 -0.335 0.39
H -0.293207 -2.514185 -3.485663 0.194 0.366 -0.095 0.21
H -1.775462 -1.600666 -3.349884 0.534 0.103 0.660 0.24
H -1.859484 0.910757 -4.237699 0.120 0.689 -0.415 0.24
H -0.123220 2.377529 -5.681479 0.056 -0.204 0.155 0.41
H 2.519452 2.272042 -6.362448 -0.167 0.102 -0.039 0.21
H 4.529518 0.869375 -6.266155 -1.024 -0.507 0.397 0.22
H 4.411875 -1.334886 -5.183123 -0.548 0.066 0.210 0.21
H 2.330351 -2.126314 -4.065206 -0.124 -0.429 0.144 0.21
```
Positions in Å, forces in eV/Å.

Results
- charge = 0
- E_LUMO (eV) = 0.5
- highest occupied orbital energy (eV) = -7.19
- gap between HOMO and LUMO (eV) = 7.64
- DFT total energy (eV) = -51647.5571
- SMILES string = O[C@H](CNc1ccc[nH]1)CSc1nnc(NCc2c[nH]c3ccccc23)s1

***

Record 2
# C18H21Al2BBeBrCl4F9O13PS

A structure of composition C18H21Al2BBeBrCl4F9O13PS in a non-equilibrium geometry (ωB97M-V with the def2-TZVPD basis set, the OMol25 dataset).

Structure (XYZ):
```
72
Properties=species:S:1:pos:R:3:forces:R:3:mulliken_charge:R:1
C 2.505341 -4.401904 2.085961 0.016 -0.140 0.226 -0.89
C 2.560555 -4.093611 0.648746 0.265 0.339 -0.049 0.72
O 2.006379 -4.496508 -0.299996 -0.573 -0.403 -0.242 -0.39
O 3.603542 -3.080532 0.342931 0.201 0.284 0.370 -0.30
C 3.375518 -2.147496 -0.554204 -0.048 -0.094 0.424 0.09
O 4.214769 -2.006686 -1.449260 0.032 0.030 -0.370 -0.83
C 2.096389 -1.350625 -0.466852 0.149 0.190 -0.229 -0.41
C 2.008332 -0.129533 0.465502 -0.147 -0.345 0.242 1.30
O 2.711055 -0.316774 1.701090 0.270 0.488 0.188 -0.70
B 2.702837 0.894282 2.397280 -2.048 -1.379 0.078 0.90
Cl 4.863751 1.419094 2.852167 0.954 0.518 0.175 0.02
C 2.066142 1.107996 3.827547 0.319 0.236 0.020 -1.36
C 0.711266 0.377057 3.923135 0.030 0.029 -0.317 2.09
C -0.235895 0.994538 4.943117 -0.086 0.124 0.234 -1.36
Cl 1.008782 -1.361055 4.283515 0.080 -0.031 0.007 -0.20
O 2.365266 1.879806 1.360090 -0.140 1.624 0.490 -0.19
C 2.312313 1.293075 0.004689 0.322 -0.243 -0.953 1.72
C 1.239406 1.889598 -0.906917 -0.173 0.133 0.152 -1.74
C -0.133329 2.241170 -0.291215 0.089 0.324 0.123 -1.16
C -1.311215 1.944275 -1.207636 -0.594 -0.682 0.100 0.41
F -0.976558 2.093393 -2.497972 0.228 0.225 -0.281 -0.27
F -2.319750 2.789193 -0.945464 -0.026 0.275 0.193 -0.30
C -1.932722 0.484238 -1.111929 0.210 0.359 0.769 0.95
F -1.234164 -0.182028 -0.029877 -0.277 0.343 -0.335 -0.02
F -1.603627 -0.215029 -2.167635 0.081 -0.307 -0.665 -0.24
C -3.470547 0.278419 -0.866010 0.069 0.034 0.492 0.31
F -4.106156 0.954195 -1.811756 -0.209 0.070 -0.242 -0.24
F -3.663321 -1.044095 -1.023222 -0.038 -0.133 -0.149 -0.26
C -4.103364 0.613284 0.534874 0.740 -0.338 0.132 0.62
F -4.090048 1.896151 0.799378 -0.042 0.084 -0.020 -0.21
F -3.339628 -0.028324 1.491561 -0.338 0.299 -0.303 -0.35
F -5.316011 0.122788 0.595686 0.001 0.136 -0.089 -0.20
P 4.036700 1.733248 -0.692002 -0.033 -0.137 0.077 -0.09
O 4.846153 0.429728 -0.096156 0.169 0.019 -0.017 -0.30
Cl 3.783719 1.101761 -2.617297 -0.115 0.056 -0.197 -0.16
H 1.706350 -5.124056 2.255004 0.078 0.125 0.036 0.35
H 3.458781 -4.831118 2.410851 -0.070 0.041 -0.108 0.34
H 2.349328 -3.480290 2.653868 -0.084 -0.068 -0.064 0.10
H 1.828979 -1.050182 -1.485032 0.008 -0.026 0.134 0.55
H 1.327004 -2.042524 -0.107509 -0.079 0.020 -0.042 0.44
H 0.937691 -0.091681 0.720856 0.067 -0.131 0.055 -1.00
H 2.705271 0.783039 4.654179 -0.104 -0.031 -0.092 0.43
H 1.879409 2.176283 3.997095 0.078 -0.104 -0.007 0.37
H 0.227386 0.363317 2.936921 -0.016 -0.058 0.143 -1.33
H 0.310801 1.548643 5.710705 -0.023 -0.135 -0.041 0.35
H -0.836653 0.235837 5.447411 0.033 0.071 -0.155 0.42
H -0.920828 1.692999 4.451454 0.132 -0.045 0.048 0.37
H 1.122270 1.153776 -1.709786 0.022 0.153 0.020 0.71
H 1.619792 2.799722 -1.382299 0.055 -0.187 -0.052 0.69
H -0.299815 1.787625 0.686141 -0.052 -0.014 -0.032 0.10
H -0.199821 3.322659 -0.133440 0.060 -0.187 -0.045 0.76
H 5.324011 -0.051248 -0.788366 -0.041 0.086 0.102 0.25
Be -1.500490 -1.629834 1.088484 0.192 -0.466 0.389 0.44
C -6.302948 0.790394 3.517051 -0.155 0.024 -0.126 0.88
O -7.432020 0.742976 3.063973 -0.027 0.020 0.025 -0.32
O -5.710078 -0.150809 4.093568 0.115 0.040 0.046 -0.25
O -5.520196 1.769093 3.447862 0.053 -0.109 0.071 -0.29
C -2.327739 0.292637 -5.372208 -0.111 0.042 0.082 -0.13
C -3.546379 -0.497452 -4.917487 0.068 -0.109 0.047 -0.13
O -4.443047 -0.385692 -6.016813 -0.084 0.076 -0.047 -0.36
S -3.635703 -0.378639 -7.403270 0.042 0.001 0.088 1.07
O -3.567310 -1.686419 -7.937759 0.008 -0.005 -0.022 -0.51
O -4.082601 0.726330 -8.160645 -0.025 -0.009 -0.023 -0.50
O -2.199723 -0.055061 -6.745504 0.123 -0.019 -0.066 -0.36
H -2.477959 1.370807 -5.276582 -0.040 -0.011 0.000 0.32
H -1.413273 -0.002350 -4.860975 0.025 -0.029 -0.063 0.14
H -4.039324 -0.082899 -4.042567 -0.044 0.035 -0.069 0.13
H -3.306231 -1.550876 -4.749334 0.025 0.018 0.003 0.33
Al 4.996318 -3.589921 -2.593955 0.031 0.025 -0.039 0.75
Br 6.128082 -0.287090 3.041334 -0.404 -0.204 -0.262 0.00
Cl 1.828040 3.697932 1.755207 0.383 -0.917 -0.257 0.07
Al 8.830747 0.030987 4.529701 0.428 0.103 0.286 0.92
```
Positions in Å, forces in eV/Å.

Results
- charge = +3
- E_LUMO (eV) = -11.4
- highest occupied orbital energy (eV) = -13.88
- gap between HOMO and LUMO (eV) = 2.45
- DFT total energy (eV) = -224573.4414